An isolated molecule of C4H7NO2, computed with ωB97M-V/def2-TZVPD.

The value obtained for the molecular weight is 101.1 g/mol. The structure (SMILES) is NC(=O)C[C@H]1CO1. The HOMO-LUMO gap is 10.794 eV. Its HOMO energy is -10.0 eV. As for the energy: -361.830231 a.u.

ORCA input file:
```
! RIJCOSX wB97M-V def2-TZVPD def2/J DEFGRID3
* xyz 0 1
N -1.82564 -1.24965 1.14077
C -0.57750 -0.82839 0.79961
O 0.41613 -1.48983 1.04871
C -0.49318 0.52111 0.09773
C 0.95762 0.85182 -0.13920
C 1.60285 0.43558 -1.37675
O 1.25020 1.79789 -1.15440
H -1.90318 -2.14480 1.59820
H -2.66218 -0.73909 0.91292
H -0.98932 1.29446 0.69888
H -1.02016 0.48354 -0.86479
H 1.57042 0.93563 0.75774
H 1.00706 -0.07514 -2.13432
H 2.66689 0.20687 -1.38509
*
```

Atom charges from the natural (NBO) analysis, given in e for atoms 1 to 5:
1. N -0.83
2. C 0.68
3. O -0.61
4. C -0.54
5. C 0.07


A structure of composition CH28CuO17 at a distorted geometry, computed with ωB97M-V/def2-TZVPD.

The value obtained for the molecular weight is 375.8 g/mol. The HOMO-LUMO gap is 6.674 eV. Its HOMO energy is -4.7 eV. As for the energy: -2974.481002 a.u.

ORCA input file:
```
! RIJCOSX wB97M-V def2-TZVPD def2/J DEFGRID3
* xyz -1 1
Cu 8.41000 16.96800 2.50800
C 10.51000 17.30000 2.26800
O 9.91800 16.19000 1.67100
O 11.77100 17.23200 2.60900
O 9.64400 18.13100 2.79200
O 8.53300 20.21200 3.99900
H 9.02200 19.51000 3.67700
H 8.50300 20.91000 3.35600
O 11.55000 19.24300 4.94800
H 12.35700 18.85900 5.30700
H 11.59500 18.87000 4.03900
O 11.75000 15.01500 0.40200
H 12.59100 14.94700 0.88800
H 11.24800 15.56800 1.02800
O 12.53100 17.87800 -0.63500
H 11.63700 17.76500 -0.81300
H 12.57400 17.89900 0.31500
O 8.11500 16.08700 4.08300
H 8.59200 16.52100 4.79300
H 7.17800 16.13300 4.28900
O 10.03800 17.68300 -0.63800
H 9.77700 17.12100 -1.38900
H 9.97900 17.13400 0.11500
O 9.41900 17.74900 5.60200
H 10.17800 17.17900 5.57400
H 9.76400 18.25200 4.88300
O 11.13600 15.89700 4.83300
H 10.89900 15.14000 4.33700
H 11.32300 16.56300 4.18200
O 7.16300 17.89400 1.45200
H 7.09400 18.83800 1.59300
H 6.32700 17.42700 1.27700
O 13.62800 15.58500 2.63100
H 13.89100 15.44600 3.55600
H 12.86000 16.15300 2.69400
O 13.47400 19.18700 2.03900
H 13.91700 19.42200 2.82400
H 13.12400 18.35600 2.26100
O 9.33100 20.01900 0.95600
H 9.31600 19.46700 0.21700
H 9.33800 19.40900 1.69100
O 11.18700 13.70100 2.85900
H 10.86300 14.54100 2.54000
H 12.11500 13.73100 2.82300
O 9.10700 14.20600 -0.31400
H 9.15500 14.75300 -1.11400
H 8.92500 14.80100 0.41600
*
```

Atom charges from the natural (NBO) analysis, given in e for atoms 1 to 5:
1. Cu 0.90
2. C 0.98
3. O -0.96
4. O -0.87
5. O -0.94


An isolated molecule of C6H7NS at a distorted geometry, computed with ωB97M-V/def2-TZVPD.

The value obtained for the molecular weight is 125.2 g/mol. The structure (SMILES) is CC1=CC(=S)C=C1N. The HOMO-LUMO gap is 7.354 eV. Its HOMO energy is -8.1 eV. As for the energy: -685.723007 a.u.

ORCA input file:
```
! RIJCOSX wB97M-V def2-TZVPD def2/J DEFGRID3
* xyz 0 1
C -1.39711 -1.37240 0.04033
C -0.09603 -0.65539 0.08047
C 1.16856 -1.10763 -0.03891
C 2.03645 0.08868 0.06846
S 3.68872 0.03517 0.03851
C 1.20714 1.26647 0.00023
C -0.05537 0.85786 0.04450
N -1.15583 1.65345 0.08455
H -2.08898 -1.07632 -0.80610
H -1.23324 -2.44532 -0.18969
H -1.94480 -1.24732 0.96231
H 1.44685 -2.18311 0.05580
H 1.66004 2.30141 -0.14678
H -1.13161 2.65560 -0.09037
H -2.10480 1.22886 -0.10331
*
```

Atom charges from the natural (NBO) analysis, given in e for atoms 1 to 5:
1. C -0.66
2. C 0.00
3. C -0.25
4. C -0.09
5. S 0.01


A structure of composition C21H15Cl2LaLuO3P at a distorted geometry, computed with ωB97M-V/def2-TZVPD.

The value obtained for the molecular weight is 731.1 g/mol. The HOMO-LUMO gap is 3.753 eV. Its HOMO energy is -18.0 eV. As for the energy: -3562.237159 a.u.

ORCA input file:
```
! RIJCOSX wB97M-V def2-TZVPD def2/J DEFGRID3
* xyz 4 1
Lu 0.70874 1.53246 -5.55751
La -0.51031 0.17619 -0.15331
Cl -0.78565 -0.28803 -5.49386
Cl 0.41448 0.87118 -2.66847
C 1.03202 0.25756 1.53257
C 0.81031 1.50665 -8.07178
C 2.22162 2.40523 -7.37399
O 1.89224 0.11462 2.30109
O 0.65308 1.35031 -9.22818
O 3.05228 2.95461 -8.01451
C -6.24268 -3.17965 3.40538
C -6.25693 -2.08613 2.52603
C -5.07946 -1.57820 1.97324
C -3.82686 -2.15741 2.28907
C -3.81349 -3.30120 3.11737
C -5.01302 -3.79678 3.65939
P -2.33585 -1.34696 1.56045
C -2.34882 0.21124 2.55150
C -2.47415 1.42209 1.84188
C -2.37973 2.63401 2.55967
C -2.44512 2.63629 3.95092
C -2.49597 1.41519 4.64347
C -2.46106 0.20130 3.95130
C -0.89032 -2.25027 2.27380
C -0.19218 -1.86590 3.41754
C 0.75011 -2.72308 3.97451
C 1.06450 -3.92815 3.34447
C 0.45525 -4.24660 2.12349
C -0.52612 -3.42265 1.58372
H -7.17019 -3.56479 3.84615
H -7.21159 -1.64541 2.25007
H -5.15113 -0.74359 1.26881
H -2.88338 -3.84065 3.32726
H -4.98528 -4.69756 4.27317
H -2.72796 1.42123 0.75709
H -2.30579 3.56520 1.99943
H -2.46711 3.58800 4.51557
H -2.53782 1.41710 5.73930
H -2.50671 -0.73922 4.50322
H -0.35916 -0.87866 3.84566
H 1.23276 -2.44031 4.90809
H 1.78590 -4.60599 3.80399
H 0.77284 -5.13101 1.58220
H -1.00114 -3.66655 0.62392
*
```

Atom charges from the natural (NBO) analysis, given in e for atoms 1 to 5:
1. Lu 2.13
2. La 2.11
3. Cl -0.50
4. Cl -0.70
5. C 0.31


A cluster of 2 separate species, C9H14 in total at a distorted geometry, computed with ωB97M-V/def2-TZVPD.

The value obtained for the molecular weight is 122.2 g/mol. The structure (SMILES) is Cc1ccccc1.CC. The HOMO-LUMO gap is 10.059 eV. Its HOMO energy is -9.0 eV. As for the energy: -351.304537 a.u.

ORCA input file:
```
! RIJCOSX wB97M-V def2-TZVPD def2/J DEFGRID3
* xyz 0 1
C -2.45169 -0.77425 0.16403
C -1.57968 0.43608 0.28409
C -0.39491 0.52649 -0.47297
C 0.43948 1.58198 -0.16468
C 0.03146 2.71522 0.52149
C -1.23431 2.67945 1.08946
C -2.03435 1.54602 0.97749
H -2.43073 -1.29651 1.13146
H -2.10155 -1.51797 -0.55900
H -3.51814 -0.68411 -0.05257
H -0.27267 -0.23384 -1.22633
H 1.38098 1.63078 -0.65948
H 0.71001 3.54011 0.66263
H -1.69714 3.59511 1.44922
H -2.97377 1.45453 1.49575
C 2.85635 -1.47014 -0.83091
C 1.63434 -2.28337 -0.36614
H 3.39860 -2.09379 -1.54287
H 2.54275 -0.52708 -1.28124
H 3.55287 -1.22565 -0.02756
H 0.87087 -1.67850 0.10246
H 1.93903 -2.94874 0.45559
H 1.33218 -2.97179 -1.14991
*
```

Atom charges from the natural (NBO) analysis, given in e for atoms 1 to 5:
1. C -0.64
2. C -0.01
3. C -0.22
4. C -0.20
5. C -0.23


A structure of composition C3H4N2O2 at a distorted geometry, computed with ωB97M-V/def2-TZVPD.

The value obtained for the molecular weight is 100.1 g/mol. The HOMO-LUMO gap (spin up / spin down) is 7.145 / 7.142 eV. Its HOMO energy (spin up / spin down) is -9.4 / -9.4 eV. As for the energy: -376.516279 a.u.

ORCA input file:
```
! RIJCOSX wB97M-V def2-TZVPD def2/J DEFGRID3
* xyz 0 1
C 0.28267 0.33006 0.03898
C -1.07987 -0.52767 -0.34412
C 1.02961 -0.41364 1.10632
N 0.51088 1.42090 -0.42757
N -1.38191 -0.07135 -1.51423
O -1.40143 -1.41247 0.41591
O -0.95949 1.01792 -2.03941
H 1.96503 0.09583 1.16782
H 0.45752 -0.28600 2.08882
H 0.93233 -1.50134 0.76085
H -0.35537 1.34777 -1.25336
*
```

Atom charges from the natural (NBO) analysis, given in e for atoms 1 to 5:
1. C 0.21
2. C 0.52
3. C -0.64
4. N -0.31
5. N -0.05


energy of number 1 (C4H7NO2)? -361.830231 a.u.


Which formula does entry 4 have? C21H15Cl2LaLuO3P


What is the formula in the third record? C6H7NS


Copy entry 4 word for word.
A structure of composition C21H15Cl2LaLuO3P at a distorted geometry, computed with ωB97M-V/def2-TZVPD.

The value obtained for the molecular weight is 731.1 g/mol. The HOMO-LUMO gap is 3.753 eV. Its HOMO energy is -18.0 eV. As for the energy: -3562.237159 a.u.

ORCA input file:
```
! RIJCOSX wB97M-V def2-TZVPD def2/J DEFGRID3
* xyz 4 1
Lu 0.70874 1.53246 -5.55751
La -0.51031 0.17619 -0.15331
Cl -0.78565 -0.28803 -5.49386
Cl 0.41448 0.87118 -2.66847
C 1.03202 0.25756 1.53257
C 0.81031 1.50665 -8.07178
C 2.22162 2.40523 -7.37399
O 1.89224 0.11462 2.30109
O 0.65308 1.35031 -9.22818
O 3.05228 2.95461 -8.01451
C -6.24268 -3.17965 3.40538
C -6.25693 -2.08613 2.52603
C -5.07946 -1.57820 1.97324
C -3.82686 -2.15741 2.28907
C -3.81349 -3.30120 3.11737
C -5.01302 -3.79678 3.65939
P -2.33585 -1.34696 1.56045
C -2.34882 0.21124 2.55150
C -2.47415 1.42209 1.84188
C -2.37973 2.63401 2.55967
C -2.44512 2.63629 3.95092
C -2.49597 1.41519 4.64347
C -2.46106 0.20130 3.95130
C -0.89032 -2.25027 2.27380
C -0.19218 -1.86590 3.41754
C 0.75011 -2.72308 3.97451
C 1.06450 -3.92815 3.34447
C 0.45525 -4.24660 2.12349
C -0.52612 -3.42265 1.58372
H -7.17019 -3.56479 3.84615
H -7.21159 -1.64541 2.25007
H -5.15113 -0.74359 1.26881
H -2.88338 -3.84065 3.32726
H -4.98528 -4.69756 4.27317
H -2.72796 1.42123 0.75709
H -2.30579 3.56520 1.99943
H -2.46711 3.58800 4.51557
H -2.53782 1.41710 5.73930
H -2.50671 -0.73922 4.50322
H -0.35916 -0.87866 3.84566
H 1.23276 -2.44031 4.90809
H 1.78590 -4.60599 3.80399
H 0.77284 -5.13101 1.58220
H -1.00114 -3.66655 0.62392
*
```

Atom charges from the natural (NBO) analysis, given in e for atoms 1 to 5:
1. Lu 2.13
2. La 2.11
3. Cl -0.50
4. Cl -0.70
5. C 0.31